Formula: C16H48O8S5
Source: the OMol25 dataset
Level of theory: wB97M-V/def2-TZVPD

Atoms and positions in Å:
C (2.39582, -5.66847, -0.84544)
C (1.87882, -4.15947, -0.92944)
O (1.43782, -3.99047, -2.23444)
H (1.69682, -6.28347, -1.12944)
H (2.78182, -5.79747, 0.00456)
H (2.88882, -5.81647, -1.81144)
H (2.80182, -3.61647, -0.88544)
H (1.19482, -4.13747, -0.13344)
H (0.96182, -3.25147, -2.32344)
C (-3.82318, 0.49653, 0.72956)
C (-4.03818, 0.49453, 2.23356)
O (-4.06718, -0.87247, 2.81156)
H (-4.12918, 1.35253, 0.17256)
H (-4.80718, 0.10653, 0.16656)
H (-2.74018, 0.06453, 0.39556)
H (-5.08118, 0.73253, 2.58156)
H (-3.43318, 1.28153, 2.65856)
H (-4.07218, -0.85447, 3.71356)
C (1.56582, 3.51453, -3.20344)
C (2.19382, 2.95853, -1.94844)
O (1.38582, 2.99653, -0.88944)
H (2.19982, 3.74053, -4.09644)
H (1.28082, 4.47453, -3.06344)
H (0.59882, 3.08453, -3.52944)
H (3.21782, 3.61653, -1.70344)
H (2.69782, 1.99553, -2.03544)
H (1.99982, 2.60753, -0.11144)
C (-2.14018, 4.89353, -2.86044)
S (-2.33718, 5.96153, -1.44044)
O (-3.21818, 5.20153, -0.46044)
C (-0.64318, 5.74253, -0.88644)
H (-2.93118, 5.10553, -3.64344)
H (-1.94818, 3.80553, -2.71644)
H (-1.19918, 4.83353, -3.58044)
H (-0.33718, 4.83353, -0.42444)
H (-0.53818, 6.42353, -0.23744)
H (0.20182, 5.65853, -1.75844)
C (5.21882, 3.29253, 0.87456)
S (4.32882, 1.87253, 1.60356)
O (2.88082, 2.15553, 1.23556)
C (4.71282, 0.55253, 0.51856)
H (5.02082, 4.24253, 1.34056)
H (4.75682, 3.29753, -0.01944)
H (6.20082, 2.82153, 0.79856)
H (4.32282, -0.37647, 0.94456)
H (5.86782, 0.16853, 0.40756)
H (4.51482, 0.66853, -0.50044)
C (0.34782, -0.21547, 0.18056)
S (0.47882, -0.23447, -1.60644)
O (0.46082, -1.68747, -1.98244)
C (-1.13218, 0.34353, -2.04444)
H (-0.52818, -0.81347, 0.49256)
H (0.32682, 0.84953, 0.48856)
H (1.11982, -0.62147, 0.46856)
H (-1.86618, -0.44347, -1.54544)
H (-1.17918, 0.60953, -3.07244)
H (-1.49518, 1.20153, -1.42444)
C (-1.84718, -6.35147, -0.50244)
S (-1.48018, -5.15947, -1.71844)
O (-2.66218, -5.23947, -2.69444)
C (-1.81718, -3.73447, -0.90944)
H (-0.74818, -6.40347, 0.27456)
H (-2.27518, -7.34847, -1.02144)
H (-2.73618, -5.99447, 0.05156)
H (-1.10518, -3.39347, -0.15644)
H (-2.85018, -3.76547, -0.27244)
H (-1.99518, -2.91047, -1.68644)
C (-0.68418, -1.54247, 3.37756)
S (-1.19818, -1.71947, 5.09056)
O (0.12282, -1.99147, 5.89756)
C (-1.35818, 0.06753, 5.29856)
H (-1.46618, -1.18647, 2.89756)
H (-0.69718, -2.58547, 3.05356)
H (0.29482, -0.93247, 3.12956)
H (-1.98818, 0.72053, 4.78156)
H (-0.21218, 0.36553, 5.09756)
H (-1.55118, -0.10747, 6.26756)

Summary:
relative energy (zero: lowest compared OMol25 entry of this formula, charge and spin) = 2.203 eV
calculated total energy = -87910.4739 eV
E_HOMO = -8.26 eV
frontier orbital gap = 8.32 eV
net charge = 0
2S+1 = 1

Results of the Mulliken charge analysis, in e, for atoms 1 through 6: atom 1 (C): -1.940, atom 2 (C): 0.091, atom 3 (O): -0.532, atom 4 (H): 0.547, atom 5 (H): 0.559, atom 6 (H): 0.394

***

Formula: C16H48O8S8
Source: the OMol25 dataset
Level of theory: wB97M-V/def2-TZVPD

Atoms and positions in Å:
C (4.59472, -1.79118, -2.01085)
S (3.26310, -0.58444, -1.50569)
O (2.72268, -0.06806, -2.88921)
C (1.94382, -1.90720, -0.95665)
H (4.11881, -2.60798, -2.55348)
H (5.14931, -2.34138, -1.25071)
H (5.28801, -1.29873, -2.69271)
H (0.91753, -1.55979, -0.83774)
H (2.30434, -2.56107, -0.16256)
H (1.86622, -2.56675, -1.82098)
C (-3.41035, 1.21965, -4.38448)
S (-1.88909, 1.68040, -3.50224)
O (-1.60047, 3.05265, -4.03237)
C (-2.59348, 1.93527, -1.76863)
H (-3.72099, 0.28661, -3.91433)
H (-3.16848, 1.10410, -5.44100)
H (-3.99858, 2.13268, -4.29245)
H (-3.60005, 1.56723, -1.56997)
H (-2.36887, 2.90141, -1.31671)
H (-2.01800, 1.18929, -1.22052)
C (1.69724, 1.55447, -1.40859)
S (1.31686, 3.35473, -1.75950)
O (2.55016, 3.98863, -2.42779)
C (0.23041, 3.08489, -3.14973)
H (0.99124, 1.22279, -0.64723)
H (2.66375, 1.28971, -0.97978)
H (1.42765, 0.93884, -2.26675)
H (-0.43645, 3.93476, -3.00444)
H (-0.42690, 2.21843, -3.07696)
H (0.84310, 3.19334, -4.04469)
C (4.07910, -0.41921, 2.14642)
S (2.62930, 0.54225, 1.56520)
O (3.08210, 2.02854, 1.41507)
C (1.51903, 0.53920, 3.05810)
H (4.88056, -0.04628, 2.78412)
H (4.52336, -0.85331, 1.25071)
H (3.50747, -1.22745, 2.60259)
H (0.61566, 1.12774, 2.89793)
H (1.93684, 1.11890, 3.88120)
H (1.09318, -0.39657, 3.42014)
C (-1.37001, 5.44308, 0.93470)
S (-1.90719, 4.00563, -0.00943)
O (-0.61286, 3.14683, -0.18076)
C (-2.05916, 4.83214, -1.63077)
H (-0.47826, 5.98154, 0.61384)
H (-1.47303, 5.17726, 1.98676)
H (-2.25017, 6.08160, 0.85908)
H (-2.71121, 5.66753, -1.37570)
H (-2.42880, 4.04718, -2.29054)
H (-1.16383, 5.21264, -2.12239)
C (1.31822, -4.96868, 2.25388)
S (1.59919, -3.37534, 1.35662)
O (1.57332, -2.22660, 2.29025)
C (3.41948, -3.64465, 0.94663)
H (0.45875, -4.72408, 2.87805)
H (2.14448, -5.19641, 2.92734)
H (1.07734, -5.86698, 1.68542)
H (3.54881, -4.50826, 0.29429)
H (4.12027, -3.79170, 1.76844)
H (3.75353, -2.72173, 0.47256)
C (-0.59390, -1.08738, 1.66872)
S (0.12246, -0.09561, 0.25690)
O (-0.25441, -1.04069, -0.84439)
C (-1.18892, 1.20507, 0.16882)
H (-0.74767, -0.30014, 2.40678)
H (0.04748, -1.90518, 1.99724)
H (-1.55173, -1.53583, 1.40498)
H (-1.06202, 1.95522, -0.61173)
H (-1.24705, 1.79002, 1.08672)
H (-2.11175, 0.67219, -0.06037)
C (-3.17400, -2.73809, 1.65344)
S (-3.55720, -3.25704, 3.39114)
O (-4.41757, -2.19093, 4.09268)
C (-4.71330, -4.59782, 2.98651)
H (-2.58947, -3.45350, 1.07498)
H (-2.82411, -1.70582, 1.66276)
H (-4.14837, -2.70963, 1.16568)
H (-5.50403, -4.30824, 2.29440)
H (-5.36801, -4.77853, 3.83903)
H (-4.19916, -5.46622, 2.57464)

Summary:
relative energy (zero: lowest compared OMol25 entry of this formula, charge and spin) = 18.589 eV
calculated total energy = -120406.9157 eV
E_HOMO = -6.71 eV
frontier orbital gap = 6.69 eV
net charge = 0
2S+1 = 1

Results of the Mulliken charge analysis, in e, for atoms 1 through 6: atom 1 (C): -1.082, atom 2 (S): 0.531, atom 3 (O): -0.713, atom 4 (C): 0.794, atom 5 (H): 0.326, atom 6 (H): 0.321

***

Formula: C16H49NbO17P3S4
Source: the OMol25 dataset
Level of theory: wB97M-V/def2-TZVPD

Atoms and positions in Å:
C (1.67178, 3.73378, -4.47817)
C (1.58876, 2.21324, -4.34318)
C (0.50823, 1.78017, -3.35335)
O (0.81281, 0.55256, -2.71277)
Nb (0.78008, -1.25227, -3.25734)
C (0.43905, -3.08789, -4.48653)
P (2.09979, -2.42989, -1.30053)
P (3.81696, -3.40938, -2.08345)
O (4.77452, -2.54238, -2.80659)
O (4.50372, -4.14261, -0.80952)
O (3.37404, -4.71227, -2.93998)
P (-1.51029, -1.95860, -2.05624)
O (-1.44508, -1.38680, -0.64570)
H (2.40646, 4.15871, -3.79035)
H (1.96969, 4.04184, -5.48435)
H (0.71702, 4.22789, -4.26977)
H (1.42136, 1.72939, -5.30934)
H (2.53550, 1.80948, -3.96948)
H (0.35031, 2.57922, -2.61630)
H (-0.44611, 1.63117, -3.86847)
H (2.34247, -1.22027, -4.16915)
H (0.03109, -0.64786, -4.79071)
H (0.68179, -3.98959, -3.91029)
H (-0.60061, -3.16897, -4.82788)
H (1.04251, -3.06279, -5.39899)
H (1.35091, -3.57541, -0.95202)
H (5.45709, -4.11367, -0.91969)
H (3.34303, -4.48328, -3.87491)
H (-1.77164, -3.35952, -2.02119)
H (-2.70818, -1.57600, -2.72799)
O (3.27039, 1.37029, 3.85556)
S (3.99870, 0.14088, 3.99767)
O (5.41200, 0.22340, 4.23337)
O (3.69149, -0.80799, 2.79127)
C (3.75758, -0.26458, 1.42903)
C (5.17711, -0.08161, 0.95345)
C (3.26719, -0.84750, 5.25808)
H (3.18539, 0.66207, 1.41151)
H (3.23909, -1.00841, 0.83015)
H (5.69639, 0.70540, 1.49923)
H (5.14514, 0.17588, -0.10668)
H (5.73736, -1.00992, 1.06384)
H (2.20061, -0.92173, 5.06477)
H (3.45983, -0.33838, 6.19974)
H (3.73998, -1.82586, 5.24513)
O (-4.64684, -2.93258, -0.73949)
S (-5.72708, -2.29053, -0.06111)
O (-6.25781, -1.06397, -0.57845)
O (-5.29667, -2.10460, 1.44752)
C (-3.94418, -1.54912, 1.65881)
C (-3.89842, -0.06010, 1.41951)
C (-7.06253, -3.41236, 0.18482)
H (-3.22699, -2.06760, 1.02212)
H (-3.73995, -1.79327, 2.69920)
H (-4.03594, 0.17933, 0.36695)
H (-2.91850, 0.30436, 1.72833)
H (-4.67152, 0.45215, 1.99662)
H (-6.67043, -4.33424, 0.60558)
H (-7.49534, -3.58700, -0.79792)
H (-7.79064, -2.94937, 0.84565)
O (3.16396, 6.78373, -3.48509)
S (4.00335, 7.59421, -2.65304)
O (4.21328, 8.96504, -3.01284)
O (5.39721, 6.86289, -2.47078)
C (6.03525, 6.34123, -3.67415)
C (6.69270, 7.42702, -4.49125)
C (3.47312, 7.50302, -0.98042)
H (5.28567, 5.79168, -4.24290)
H (6.75890, 5.62966, -3.28357)
H (5.95586, 8.09896, -4.92792)
H (7.26330, 6.96064, -5.29598)
H (7.37203, 8.01459, -3.87394)
H (3.34448, 6.45792, -0.71281)
H (2.52484, 8.03437, -0.93334)
H (4.21693, 7.98787, -0.35409)
O (-4.81064, -2.86274, 5.03986)
S (-6.02188, -2.45892, 5.69026)
O (-5.99270, -2.19113, 7.09698)
O (-7.14966, -3.53088, 5.37251)
C (-6.80368, -4.93013, 5.58461)
C (-6.82884, -5.31657, 7.04422)
C (-6.73857, -1.10389, 4.83292)
H (-5.83184, -5.11110, 5.12563)
H (-7.55915, -5.46323, 5.01141)
H (-6.03200, -4.82652, 7.60023)
H (-6.69823, -6.39725, 7.12181)
H (-7.78225, -5.04475, 7.49701)
H (-6.76913, -1.34451, 3.77243)
H (-6.08462, -0.25304, 5.01488)
H (-7.73015, -0.91925, 5.23729)

Summary:
calculated total energy = -124952.0430 eV
E_HOMO = -5.06 eV
frontier orbital gap = 6.86 eV
net charge = -1
2S+1 = 1

Results of the Mulliken charge analysis, in e, for atoms 1 through 6: atom 1 (C): -1.222, atom 2 (C): 0.034, atom 3 (C): -0.740, atom 4 (O): -0.559, atom 5 (Nb): -0.049, atom 6 (C): -1.076